Below is the ion C4H9IN3 with charge +1 in a non-equilibrium geometry, with properties calculated with wB97M-V/def2-TZVPD.

Each line ends with the Löwdin charge.
CARTESIAN COORDINATES (ANGSTROEM)
I -2.21321 -3.19246 1.48352  1.074
N 0.51801 -0.13636 0.29002  -0.116
N 1.19235 -1.26667 1.11473  0.099
N -0.58154 -2.59955 0.66134  -0.559
C -0.83509 -0.33564 -0.02392  -0.055
C 1.36398 0.16800 -0.96311  0.069
C 0.61940 -2.38671 1.19131  -0.389
C -2.07343 0.12436 0.68358  -0.056
H -1.07925 -0.67832 -1.07676  0.164
H 2.28069 0.70263 -0.61280  0.130
H 0.78983 0.57566 0.97622  0.187
H -2.94054 0.36067 0.03888  0.122
H -2.33805 -0.72531 1.21739  -0.079
H -1.89355 0.90437 1.35059  0.078
H 0.82999 0.91798 -1.47367  0.088
H 1.27944 -3.09212 1.76754  0.169
H 1.54359 -0.67780 -1.50209  0.076

highest occupied orbital energy (alpha / beta) = -12.67 / -12.61 eV
LUMO level (alpha / beta) = -5.4 / -5.5 eV
spin multiplicity = 1
frontier orbital gap (alpha / beta) = 7.29 / 7.07 eV
total charge = +1


Below is the ion C4H9IN3 with charge +1 in a non-equilibrium geometry, with properties calculated with wB97M-V/def2-TZVPD.

Each line ends with the Löwdin charge.
CARTESIAN COORDINATES (ANGSTROEM)
I 3.53643 -0.33832 0.02852  0.921
N -1.12864 1.40011 0.12181  0.230
N 1.35867 1.72616 -0.52852  0.070
N -1.77818 -0.47916 1.26575  0.224
C -0.88713 0.20338 0.57329  -0.352
C 0.40354 -0.48348 0.24322  -0.288
C 1.62159 0.57440 -0.15579  -0.747
C 0.18992 -1.36766 -0.99085  -0.054
H -1.58980 -1.41749 1.58400  0.142
H 2.11532 2.34787 -0.79083  0.094
H -0.63749 -2.05776 -0.83549  0.090
H -0.02622 -0.75667 -1.86436  0.100
H -1.99926 1.88022 0.30155  0.148
H 1.08434 -1.95111 -1.19028  0.069
H -0.33068 1.89336 -0.32141  0.085
H 0.75897 -1.07516 1.08642  0.122
H -2.69139 -0.09869 1.47297  0.144

highest occupied orbital energy = -13.41 eV
LUMO level = -3.1 eV
spin multiplicity = 1
frontier orbital gap = 10.35 eV
total charge = +1